[1]
Computed, not measured: a molecular structure, C44H44MnO2P2S, with ωB97M-V/def2-TZVPD.

Last column: Mulliken charge in e.
Positions of all 94 atoms, in Å:
Mn: -0.37 -0.83 -0.08  0.951
C: -0.94 3.31 1.34  -2.740
C: -1.31 2.18 0.41  1.299
C: -0.92 2.20 -0.93  0.988
C: -0.01 3.28 -1.45  -1.695
C: -1.37 1.19 -1.81  1.348
C: -1.00 1.28 -3.27  -2.221
C: -2.23 0.17 -1.35  1.326
C: -2.82 -0.86 -2.28  -2.617
C: -2.63 0.17 0.01  0.112
C: -3.71 -0.78 0.48  -2.230
C: -2.09 1.12 0.90  2.186
C: -2.42 1.04 2.37  -2.471
H: -0.02 3.08 1.88  0.361
H: -1.73 3.46 2.07  0.564
H: -0.81 4.24 0.79  0.443
H: -0.57 4.05 -1.98  0.362
H: 0.72 2.85 -2.14  -0.179
H: 0.55 3.75 -0.65  0.543
H: -0.08 0.71 -3.47  0.277
H: -0.82 2.31 -3.57  0.499
H: -1.79 0.89 -3.91  0.535
H: -3.84 -0.59 -2.55  0.451
H: -2.84 -1.83 -1.79  0.353
H: -2.24 -0.96 -3.19  0.502
H: -3.28 -1.73 0.78  0.200
H: -4.43 -0.97 -0.32  0.433
H: -4.25 -0.36 1.32  0.502
H: -3.32 1.60 2.61  0.432
H: -1.60 1.43 2.96  0.504
H: -2.56 0.01 2.67  0.556
O: -1.68 -4.59 1.44  -0.779
C: -0.91 -3.71 1.13  -0.629
O: -1.21 -2.62 0.56  -0.279
C: 0.63 -3.96 1.38  1.712
C: 0.79 -4.91 2.51  -0.970
C: 1.86 -4.87 3.31  -0.766
C: 2.89 -3.87 3.15  -0.646
C: 2.78 -2.89 2.25  -1.378
C: 1.59 -2.74 1.36  1.859
S: 0.95 -1.05 1.76  -0.705
H: 0.00 -5.63 2.64  0.479
H: 1.97 -5.59 4.12  0.402
H: 3.76 -3.93 3.79  0.461
H: 3.52 -2.11 2.15  0.251
C: 3.29 -1.29 -2.86  -1.357
P: 1.99 -0.53 -1.74  2.407
C: 3.03 0.11 -0.37  0.939
C: 4.29 -0.33 0.02  -0.917
C: 4.98 0.34 1.02  -0.763
C: 4.43 1.46 1.62  -1.046
C: 3.17 1.89 1.26  -0.939
C: 2.48 1.22 0.27  0.928
C: 1.30 -2.14 -1.15  -2.419
C: 1.95 -3.03 -0.12  -0.343
C: 1.27 -4.42 0.03  -0.263
C: 0.30 -4.84 -1.01  -1.067
C: -0.18 -3.97 -1.92  -1.588
C: 0.30 -2.61 -1.96  1.379
P: 3.85 -0.33 -4.35  -0.560
C: 2.58 -0.73 -5.61  -0.114
C: 1.40 -1.43 -5.40  0.117
C: 0.55 -1.69 -6.47  -0.669
C: 0.87 -1.25 -7.74  -0.540
C: 2.05 -0.55 -7.96  -0.568
C: 2.90 -0.30 -6.90  -0.283
C: 3.33 1.37 -3.91  0.615
C: 2.41 2.11 -4.65  -0.115
C: 2.20 3.45 -4.35  -0.523
C: 2.91 4.06 -3.32  -0.638
C: 3.81 3.32 -2.58  -0.464
C: 4.03 1.99 -2.87  -0.417
H: 2.94 -2.26 -3.22  0.751
H: 4.20 -1.49 -2.28  0.581
H: 4.74 -1.21 -0.42  0.267
H: 5.95 -0.01 1.32  0.467
H: 4.99 1.99 2.38  0.403
H: 2.73 2.75 1.74  0.443
H: 1.48 1.53 -0.01  -0.562
H: 3.03 -3.08 -0.30  0.736
H: 2.00 -5.21 0.21  0.440
H: -0.07 -5.85 -0.96  0.350
H: -0.93 -4.26 -2.64  0.514
H: -0.09 -1.96 -2.73  0.259
H: 1.14 -1.78 -4.42  0.397
H: -0.37 -2.24 -6.30  0.437
H: 0.21 -1.47 -8.57  0.391
H: 2.31 -0.22 -8.95  0.408
H: 3.82 0.24 -7.05  0.383
H: 1.87 1.65 -5.46  0.293
H: 1.50 4.02 -4.94  0.397
H: 2.75 5.10 -3.11  0.403
H: 4.36 3.79 -1.78  0.412
H: 4.76 1.42 -2.31  0.451

Results
E_LUMO (spin up / spin down) = 0.01 / -0.37 eV
Maximum force = 1.59 eV/Å
Expectation value of S² = 8.771
Frontier orbital gap (spin up / spin down) = 7.24 / 7.04 eV
Energy above the lowest of the compared OMol25 structures with the same formula, charge and spin = 72.00 kcal/mol
2S+1 = 6

---

[2]
Computed, not measured: 2 unconnected molecules or ions with the total composition C12H17N, with ωB97M-V/def2-TZVPD.

Last column: Mulliken charge in e.
Positions of all 30 atoms, in Å:
C: -0.50 -2.34 1.85  -1.109
C: -1.15 -1.45 0.87  0.517
C: -1.73 -1.93 -0.27  -0.883
N: -2.13 -0.89 -1.17  -0.096
C: -2.01 0.26 -0.39  0.017
C: -2.18 1.64 -0.87  -0.587
C: -1.56 2.64 -0.16  -0.470
C: -0.61 2.28 0.99  -0.756
C: -0.64 1.02 1.58  -0.730
C: -1.26 0.01 0.78  1.004
H: -0.44 -2.13 2.94  0.290
H: 0.60 -2.15 1.59  0.177
H: -0.84 -3.35 1.72  0.374
H: -1.79 -2.95 -0.68  0.385
H: -2.82 -0.95 -1.85  0.249
H: -2.84 1.82 -1.76  0.309
H: -1.73 3.62 -0.55  0.390
H: -0.03 3.08 1.47  0.389
H: -0.32 0.98 2.53  0.592
C: 1.73 1.10 -0.95  -1.233
C: 2.04 -0.27 -1.46  -0.166
C: 2.67 -0.79 -0.08  -0.904
H: 2.54 1.53 -0.43  0.527
H: 1.65 1.75 -1.74  0.500
H: 0.87 1.17 -0.41  -0.010
H: 2.96 -0.33 -2.30  0.274
H: 1.12 -0.73 -1.82  0.257
H: 1.85 -0.98 0.70  -0.044
H: 3.25 -0.06 0.33  0.367
H: 3.31 -1.62 -0.45  0.369

Results
E_LUMO = 1.00 eV
Maximum force = 5.55 eV/Å
Frontier orbital gap = 9.00 eV
Energy above the lowest of the compared OMol25 structures with the same formula, charge and spin = 75.52 kcal/mol
2S+1 = 1

---

[3]
Computed, not measured: a gas-phase ion, C7H8FO2S (charge -1), with ωB97M-V/def2-TZVPD.

Last column: Mulliken charge in e.
Positions of all 19 atoms, in Å:
C: 2.18 -1.63 1.08  -0.864
S: 2.55 -0.21 -0.11  1.106
O: 3.82 -0.50 -0.74  -0.681
O: 2.55 0.99 0.71  -0.690
C: 1.36 0.21 -1.46  -0.415
F: 1.41 -0.92 -2.31  -0.327
C: 0.02 0.62 -1.10  0.732
C: -1.24 0.33 -1.55  -1.142
C: -2.20 1.16 -0.85  -0.280
C: -1.55 1.82 0.13  -0.611
C: -0.08 1.51 0.14  -0.568
H: 2.36 -2.57 0.49  0.299
H: 1.12 -1.41 1.47  0.275
H: 3.06 -1.53 1.82  0.266
H: -1.40 -0.24 -2.42  0.481
H: -3.22 1.32 -0.84  0.484
H: -1.88 2.68 0.73  0.328
H: 0.57 2.35 0.15  0.390
H: 0.43 1.07 1.03  0.217

Results
E_LUMO = 3.52 eV
Maximum force = 3.30 eV/Å
Charge = -1
Frontier orbital gap = 6.19 eV
Energy above the lowest of the compared OMol25 structures with the same formula, charge and spin = 44.68 kcal/mol
2S+1 = 1

---

[4]
Computed, not measured: C4H9N3O in the gas phase, with ωB97M-V/def2-TZVPD.

Last column: Mulliken charge in e.
Positions of all 17 atoms, in Å:
C: 1.93 -0.38 0.74  -0.783
N: 1.59 -0.64 -0.63  -0.294
C: 0.36 -1.47 -0.88  -0.667
C: 0.42 -0.03 -1.20  0.112
C: -0.47 0.94 -0.45  0.381
O: -0.24 2.13 -0.34  -0.640
N: -1.54 0.35 0.18  0.018
N: -2.32 1.09 1.10  -0.760
H: 1.10 -0.28 1.45  0.307
H: 2.52 0.53 0.80  0.295
H: 2.54 -1.21 1.11  0.307
H: 0.44 -2.19 -1.69  0.258
H: -0.11 -1.87 0.01  0.322
H: 0.55 0.27 -2.23  0.322
H: -1.84 -0.60 0.06  0.292
H: -3.15 1.44 0.63  0.242
H: -1.77 1.91 1.35  0.289

Results
E_LUMO = 0.90 eV
Maximum force = 1.32 eV/Å
Frontier orbital gap = 10.26 eV
Energy above the lowest of the compared OMol25 structures with the same formula, charge and spin = 60.88 kcal/mol
2S+1 = 1